Entry 1:
Density functional theory data (the ωB97M-V functional and the def2-TZVPD basis) for a single C4H9NOS molecule in a non-equilibrium geometry.

Its SMILES is OC[C@@H](S)[C@@H]1CN1. As for the total energy: -18665.2997 eV. For the energy relative to the best compared isomer or geometry (same formula, charge and spin), the calculation gives 214.9 kJ/mol.

CARTESIAN COORDINATES (ANGSTROEM)
O (-1.4430, 0.4562, 1.5708)
C (-0.0759, 0.4360, 1.7723)
C (0.7122, 0.0660, 0.4739)
S (0.3457, -1.6641, 0.1151)
C (0.4703, 1.0363, -0.6301)
C (-0.7414, 0.9381, -1.5063)
N (0.5282, 0.5148, -2.0227)
H (-1.7436, -0.4235, 1.2710)
H (0.2014, 1.4970, 1.9746)
H (0.2613, -0.2019, 2.6018)
H (1.7729, 0.0895, 0.8324)
H (0.4986, -1.6219, -1.2112)
H (0.9124, 2.0048, -0.4759)
H (-1.4902, 0.1648, -1.2482)
H (-1.1580, 1.8512, -1.9642)
H (0.8700, 1.1542, -2.6892)



Entry 2:
Density functional theory data (the ωB97M-V functional and the def2-TZVPD basis) for a gas-phase ion, C4H8N (charge +1) in a non-equilibrium geometry.

The spin multiplicity is 3. As for the total energy: -5752.9055 eV. As for the charge: +1. For the energy relative to the best compared isomer or geometry (same formula, charge and spin), the calculation gives 270.4 kJ/mol.

CARTESIAN COORDINATES (ANGSTROEM)
C (-0.8287, -0.4632, -1.0026)
C (0.0613, -0.0256, -0.1804)
C (-1.3169, -1.2922, -2.1248)
C (0.6337, -0.0236, 2.0338)
N (0.7569, 0.6964, 0.7890)
H (-0.9431, -0.8458, -2.9792)
H (-0.8696, -2.2541, -1.7543)
H (-2.3628, -1.4780, -2.2224)
H (1.2255, -0.9947, 2.0072)
H (1.2195, 0.4512, 2.9176)
H (-0.3848, -0.2793, 2.1873)
H (0.3044, 1.7356, 0.9188)
H (1.6782, 0.9465, 0.5030)



Entry 3:
Density functional theory data (the ωB97M-V functional and the def2-TZVPD basis) for a molecular structure, C26H34CsIN2O5SSi in a non-equilibrium geometry.

As for the total energy: -68097.2587 eV. As for the charge: -2. For the energy relative to the best compared isomer or geometry (same formula, charge and spin), the calculation gives 44.7 kJ/mol.

CARTESIAN COORDINATES (ANGSTROEM)
Cs (-0.4961, 1.5043, 0.4259)
I (-0.5575, 0.2915, 4.2996)
C (-1.8611, -1.3664, 4.3050)
C (-2.3050, -1.8346, 5.5116)
C (-3.1586, -2.9533, 5.5633)
C (-3.5330, -3.5745, 4.4046)
C (-3.0786, -3.1019, 3.1476)
C (-3.4567, -3.7484, 1.9498)
C (-2.9951, -3.2674, 0.7535)
C (-2.1602, -2.1300, 0.7069)
C (-1.7414, -1.4168, 1.8231)
C (-2.2214, -1.9566, 3.0628)
H (-1.9988, -1.3462, 6.4284)
H (-3.5073, -3.3125, 6.5252)
H (-4.1866, -4.4422, 4.4264)
H (-4.1059, -4.6174, 2.0059)
H (-3.2762, -3.7616, -0.1744)
H (-1.8375, -1.8207, -0.2894)
C (-0.9716, -3.2293, -7.0609)
C (-0.4523, -2.3512, -5.9528)
C (-0.0916, -2.8926, -4.7242)
C (0.4081, -2.0866, -3.7088)
C (0.5545, -0.7268, -3.9127)
C (0.1851, -0.1688, -5.1272)
C (-0.3119, -0.9762, -6.1373)
S (1.2288, 0.2934, -2.5943)
O (2.6663, 0.0551, -2.6655)
O (0.5946, -0.2104, -1.3844)
O (0.8315, 1.6543, -2.9015)
H (-1.4181, -4.1408, -6.6623)
H (-0.1653, -3.5236, -7.7384)
H (-1.7267, -2.7118, -7.6547)
H (-0.2149, -3.9561, -4.5495)
H (0.6618, -2.5092, -2.7438)
H (0.2808, 0.9023, -5.2536)
H (-0.6065, -0.5308, -7.0822)
C (4.5819, 2.2136, 0.0767)
N (4.5067, 0.7693, 0.1002)
C (5.0626, 0.1106, -1.0687)
C (5.1618, -1.3830, -0.8231)
C (3.7934, -1.8868, -0.4123)
N (3.3056, -1.1473, 0.7413)
C (2.0959, -1.7241, 1.3095)
C (3.5213, 0.1972, 0.8897)
O (2.9437, 0.8526, 1.7483)
H (5.6278, 2.5329, 0.1265)
H (4.0375, 2.6006, 0.9322)
H (4.1351, 2.6171, -0.8387)
H (6.0586, 0.5360, -1.2375)
H (4.4477, 0.3060, -1.9508)
H (5.9012, -1.5822, -0.0420)
H (5.4803, -1.8920, -1.7354)
H (3.8366, -2.9412, -0.1250)
H (3.0992, -1.7721, -1.2500)
H (2.3357, -2.6768, 1.7915)
H (1.3545, -1.8997, 0.5237)
H (1.6149, -1.0805, 2.0416)
C (-2.2277, 4.9103, 3.8723)
Si (-2.4077, 5.0013, 1.9730)
C (-1.7603, 6.7545, 1.5315)
C (-4.2960, 5.1471, 1.6831)
O (-1.7090, 3.8567, 1.1760)
H (-2.7294, 5.7645, 4.3430)
H (-1.1746, 4.9301, 4.1676)
H (-2.6632, 3.9925, 4.2759)
H (-2.2708, 7.5399, 2.1010)
H (-1.9111, 6.9528, 0.4660)
H (-0.6880, 6.8314, 1.7352)
H (-4.7218, 5.9784, 2.2571)
H (-4.8162, 4.2309, 1.9759)
H (-4.5023, 5.3228, 0.6229)



What did the second record say?
Density functional theory data (the ωB97M-V functional and the def2-TZVPD basis) for a gas-phase ion, C4H8N (charge +1) in a non-equilibrium geometry.

The spin multiplicity is 3. As for the total energy: -5752.9055 eV. As for the charge: +1. For the energy relative to the best compared isomer or geometry (same formula, charge and spin), the calculation gives 270.4 kJ/mol.

CARTESIAN COORDINATES (ANGSTROEM)
C (-0.8287, -0.4632, -1.0026)
C (0.0613, -0.0256, -0.1804)
C (-1.3169, -1.2922, -2.1248)
C (0.6337, -0.0236, 2.0338)
N (0.7569, 0.6964, 0.7890)
H (-0.9431, -0.8458, -2.9792)
H (-0.8696, -2.2541, -1.7543)
H (-2.3628, -1.4780, -2.2224)
H (1.2255, -0.9947, 2.0072)
H (1.2195, 0.4512, 2.9176)
H (-0.3848, -0.2793, 2.1873)
H (0.3044, 1.7356, 0.9188)
H (1.6782, 0.9465, 0.5030)



Q: The highest energy relative to the best compared isomer or geometry (same formula, charge and spin) belongs to which entry?
A: C4H8N



Q: energy relative to the best compared isomer or geometry (same formula, charge and spin) of number 3 (C26H34CsIN2O5SSi)?
A: 44.7 kJ/mol